56
Properties=species:S:1:pos:R:3 method="wB97M-V/def2-TZVPD" e_lumo_ev="-2.7 / -2.7" spin_multiplicity=6 total_energy_ha=-2633.31672 homo_energy_ev="-11.204 / -11.354" charge=+1 s_squared=8.76
Mn -0.1033 -0.4396 0.0641
C 2.7335 -1.1027 1.2165
N 2.3115 -0.9474 -0.1714
C 2.3579 -2.1151 -1.0573
C 1.2494 -1.9372 -2.0655
N 0.0710 -1.3988 -1.6535
C -0.7792 -1.4161 -2.7338
C -1.9898 -0.7175 -2.7936
C -2.6014 -0.6734 -4.0306
C -2.1098 -1.4888 -5.0791
C -0.8840 -2.1443 -5.0109
C -0.1618 -2.0509 -3.8281
N 1.1392 -2.3599 -3.3359
C 1.6254 -1.5843 2.0689
N 0.2969 -1.4704 1.8107
C -0.3944 -2.0048 2.9599
C -1.7434 -2.0880 3.2848
C -2.0266 -2.4368 4.6027
C -1.0990 -2.8211 5.5646
C 0.2974 -2.6172 5.2853
C 0.5868 -2.3618 3.9492
N 1.8234 -2.1151 3.3035
H 3.2005 -0.1684 1.5726
H 3.5164 -1.8666 1.3798
H 2.9242 -0.2264 -0.5699
H 2.0434 -3.0667 -0.5251
H 3.3242 -2.1867 -1.5048
H -2.3951 -0.2456 -1.8635
H -3.3369 0.1179 -4.2027
H -2.7224 -1.6335 -5.9541
H -0.5391 -2.6749 -5.9053
H 1.7737 -2.8170 -4.0032
H -2.4857 -1.7424 2.5482
H -3.0676 -2.4468 4.9491
H -1.4557 -3.1464 6.5109
H 1.0776 -2.7822 6.0244
H 2.7444 -2.1989 3.7633
O -3.8710 0.9182 0.0471
C -2.6665 0.7819 0.2936
O -2.0809 -0.3480 0.5342
C -1.7407 2.0392 0.0910
C -2.4128 3.2754 -0.2824
C -1.6359 4.3701 -0.6392
C -0.2333 4.2527 -0.5621
C 0.5563 5.3676 -0.8268
C 1.8990 5.3482 -0.5769
C 2.4624 4.1811 -0.0511
C 1.7203 2.9913 0.0002
C 0.3541 3.0216 -0.1764
N -0.4212 1.8810 -0.0004
H -3.4997 3.1970 -0.1231
H -2.0437 5.3559 -0.9028
H 0.1247 6.2946 -1.2223
H 2.4992 6.2125 -0.6938
H 3.4941 4.1650 0.3293
H 2.2939 2.0703 0.1919


58
Properties=species:S:1:pos:R:3 method="wB97M-V/def2-TZVPD" e_lumo_ev="-10.2 / -10.2" spin_multiplicity=4 total_energy_ha=-3105.91082 homo_energy_ev="-16.765 / -16.761" charge=+3 s_squared=3.78
Mn -0.1968 0.4417 -0.0051
C -3.5252 1.0813 -1.1685
C -2.9403 -0.2431 -1.5603
C -3.7164 -1.0822 -2.3502
C -3.2334 -2.3091 -2.7458
C -1.9641 -2.6800 -2.3354
C -1.2304 -1.8164 -1.5561
N -1.6973 -0.5970 -1.1594
C 0.1300 -2.1756 -1.0971
C 0.7793 -3.3535 -1.4070
C 2.0570 -3.5604 -0.9101
C 2.6551 -2.5902 -0.1211
C 1.9537 -1.4333 0.1538
N 0.7188 -1.2461 -0.3318
C 2.4689 -0.3082 0.9664
C 3.6998 -0.3851 1.5752
C 4.1609 0.6943 2.3096
C 3.3661 1.8149 2.3919
C 2.1277 1.8470 1.7615
C 1.3272 3.1111 1.8687
N 1.6622 0.7890 1.0591
H -4.5364 1.1644 -1.5569
H -2.9448 1.9038 -1.5833
H -3.5781 1.1818 -0.0856
H -4.7029 -0.7573 -2.6498
H -3.8290 -2.9698 -3.3624
H -1.5633 -3.6384 -2.6278
H 0.3117 -4.1038 -2.0256
H 2.5872 -4.4756 -1.1403
H 3.6530 -2.7430 0.2593
H 4.3059 -1.2737 1.4870
H 5.1266 0.6587 2.7970
H 3.6966 2.6847 2.9420
H 1.9019 3.8638 2.4009
H 0.4054 2.9473 2.4265
H 1.0928 3.5109 0.8846
O -3.8963 8.5882 1.2976
S -2.8493 7.7479 0.3575
O -3.3984 7.4673 -0.9018
O -1.5183 8.0890 0.6309
C -4.1980 7.5247 2.0929
N -5.0027 7.4820 3.0928
C -5.0483 6.2673 3.6560
C -4.3086 5.1638 3.1997
C -3.4734 5.2887 2.1112
N -3.4520 6.5351 1.5816
C -2.6572 4.1981 1.5160
C -2.5560 2.9583 2.1468
C -1.7968 1.9705 1.5633
N -1.1444 2.1260 0.3983
C -1.2409 3.3095 -0.2060
C -1.9758 4.3584 0.3178
H -5.7144 6.1697 4.5056
H -4.4173 4.2197 3.7083
H -3.0408 2.7513 3.0898
H -1.7075 1.0052 2.0432
H -0.7154 3.4278 -1.1447
H -2.0026 5.2807 -0.2472


54
Properties=species:S:1:pos:R:3 method="wB97M-V/def2-TZVPD" e_lumo_ev=0.0 spin_multiplicity=1 total_energy_ha=-1791.61946 homo_energy_ev=-8.109 charge=0 smiles="COc1ccccc1NC(=O)c1sc2ncn(Cc3cccc4ccccc34)c(=O)c2c1C"
C 0.2574 5.8247 2.0448
O 0.8256 4.5632 2.2969
C 1.4718 4.3665 3.4954
C 1.6159 5.3215 4.4855
C 2.2879 5.0097 5.6594
C 2.8158 3.7482 5.8473
C 2.6797 2.7818 4.8638
C 2.0119 3.0783 3.6861
N 1.8225 2.1681 2.6456
C 2.2637 0.8854 2.5454
O 2.9473 0.3140 3.3742
C 1.8738 0.1959 1.2997
S 2.8644 -1.1993 0.9525
C 1.9379 -1.5167 -0.4587
N 2.2012 -2.5391 -1.2984
C 1.4031 -2.6619 -2.2999
N 0.3463 -1.8649 -2.5673
C -0.5442 -2.1464 -3.6814
C -1.7916 -2.8556 -3.1980
C -1.6240 -4.0282 -2.5024
C -2.7152 -4.7553 -2.0130
C -3.9840 -4.3015 -2.2299
C -4.2056 -3.1014 -2.9349
C -5.5180 -2.6326 -3.1568
C -5.7441 -1.4671 -3.8302
C -4.6585 -0.7185 -4.3063
C -3.3753 -1.1478 -4.1134
C -3.0994 -2.3508 -3.4267
C 0.0089 -0.7613 -1.7578
O -0.9433 -0.0661 -2.0535
C 0.9005 -0.6001 -0.6325
C 0.8638 0.3904 0.3896
C -0.1827 1.4557 0.4313
H -0.1987 5.7503 1.0585
H -0.5133 6.0718 2.7812
H 1.0175 6.6120 2.0334
H 1.2106 6.3128 4.3577
H 2.3925 5.7657 6.4228
H 3.3376 3.5077 6.7604
H 3.0893 1.7948 4.9973
H 1.3228 2.5634 1.8626
H 1.5982 -3.4653 -2.9981
H -0.7869 -1.1924 -4.1482
H -0.0102 -2.7741 -4.3999
H -0.6270 -4.4061 -2.3206
H -2.5399 -5.6719 -1.4700
H -4.8377 -4.8529 -1.8631
H -6.3429 -3.2190 -2.7777
H -6.7512 -1.1136 -3.9954
H -4.8432 0.2083 -4.8293
H -2.5683 -0.5362 -4.4821
H -0.9987 1.1750 -0.2300
H -0.5697 1.5902 1.4397
H 0.2150 2.4065 0.0724


63
Properties=species:S:1:pos:R:3 method="wB97M-V/def2-TZVPD" e_lumo_ev=0.2 spin_multiplicity=1 total_energy_ha=-1999.89323 homo_energy_ev=-4.301 charge=-1
C -5.2833 -3.4345 4.6272
C -4.0316 -2.7260 4.8123
C -3.2527 -2.4584 5.9082
C -2.0712 -1.8020 5.4311
C -2.1803 -1.6958 4.0676
B -1.1716 -1.0761 2.9336
C -0.3008 -0.1471 3.8522
C -0.4678 1.1458 4.3107
C 0.5579 1.3915 5.2831
C 1.2516 0.2038 5.4241
C 2.2781 -0.2577 6.3330
O 0.7671 -0.7200 4.5232
C -0.4273 -2.3756 2.5012
C -0.8263 -3.6791 2.2715
C 0.3560 -4.4762 2.1834
C 1.4214 -3.6058 2.3118
C 2.8522 -3.8255 2.3394
O 0.9482 -2.3240 2.4285
C -2.3195 -0.4155 2.1325
C -2.8568 -0.5730 0.8807
C -4.1444 0.0717 0.8771
C -4.3216 0.5559 2.1568
C -5.4254 1.1337 2.8954
O -3.1802 0.3507 2.8786
O -3.3972 -2.2196 3.7072
H -5.7068 -3.6196 5.6208
H -5.9985 -2.8587 4.0246
H -5.1101 -4.4137 4.1574
H -3.4610 -2.7008 6.9429
H -1.2376 -1.4550 6.0417
H -1.2173 1.8492 3.9615
H 0.7209 2.3148 5.8273
H 2.8668 0.5972 6.6845
H 1.8251 -0.7313 7.2187
H 2.9278 -0.9920 5.8428
H -1.8582 -4.0213 2.2222
H 0.3975 -5.5503 2.0512
H 3.0331 -4.8461 2.6998
H 3.2815 -3.7484 1.3305
H 3.3526 -3.1138 3.0023
H -2.3942 -1.1024 0.0505
H -4.8606 0.1315 0.0595
H -6.2073 1.4471 2.1993
H -5.8530 0.4041 3.6011
H -5.0879 2.0034 3.4705
O 1.2357 0.3198 -4.0730
N 0.5845 1.1486 -3.4164
O -0.0040 2.1245 -3.9399
C 0.4540 1.0244 -1.9740
C -0.4535 1.8350 -1.2926
C -0.5820 1.7765 0.1236
N -1.5968 2.6415 0.6894
O -2.4447 3.1254 -0.1202
O -1.6100 2.8844 1.9167
C 0.1836 0.8740 0.9089
C 1.2151 0.2219 0.2278
N 2.3399 -0.4774 0.7057
O 2.8842 -0.5519 1.7913
O 2.9681 -1.0342 -0.4429
N 2.3669 -0.5873 -1.5991
C 1.3238 0.1651 -1.1842
H -1.1188 2.4911 -1.8466
H 0.0875 0.7753 1.9858